[1]
23
Properties=species:S:1:pos:R:3:forces:R:3 method="wB97M-V/def2-TZVPD" homo_lumo_gap_ev="9.543 / 9.544" relative_energy_ev=3.529 charge=+1 lumo_ev="-4.147 / -4.146"
C 2.2520 1.9430 -1.4769 -0.68 -2.99 2.35
C 2.0467 0.5569 0.4276 1.39 1.49 -2.40
C -0.9467 -1.6378 0.4274 -0.04 -2.28 -0.03
C -2.2109 -0.8718 0.6987 1.27 1.52 0.06
C 0.3642 -1.1031 0.9909 -1.68 -0.46 -3.63
C -2.2212 0.5296 0.1872 -0.15 1.26 0.68
N 1.0058 -0.2944 -0.1221 -0.58 3.52 0.33
F -1.3144 1.3944 0.8899 0.51 -0.69 0.47
P 0.9324 1.6687 -2.4122 0.15 0.33 0.69
H 3.2881 2.1570 -1.5572 0.54 0.73 0.14
H 1.7701 1.0720 1.3355 -0.06 0.32 -0.16
H 2.9165 -0.0862 0.4793 0.60 0.70 0.27
H -1.1133 -2.5927 0.9130 0.06 -0.32 0.53
H -0.8757 -2.0650 -0.6183 0.14 1.21 0.66
H -2.4178 -0.6813 1.7363 -0.01 -0.87 0.87
H -2.9941 -1.4160 0.2502 -1.27 -0.45 -0.38
H 0.1443 -0.4979 1.8075 0.12 1.31 1.33
H 1.0054 -1.9023 1.2190 1.11 -0.83 0.38
H -1.7393 0.5794 -0.7860 -1.38 0.27 -0.81
H -3.1919 0.9984 0.5067 0.62 -0.37 -1.65
H 0.3905 0.5413 -0.5951 0.58 -3.11 0.99
H 1.5745 -0.7684 -0.8325 -1.34 -0.58 -0.15
H 1.3347 2.4760 -3.4689 0.11 0.28 -0.55

=====

[2]
66
Properties=species:S:1:pos:R:3:forces:R:3 method="wB97M-V/def2-TZVPD" homo_lumo_gap_ev="10.087 / 5.209" relative_energy_ev=0.000 s_squared=0.753 charge=+2 multiplicity=2 lumo_ev="-5.760 / -10.638"
Ag -1.6608 -0.2185 -1.1749 1.58 -0.74 0.80
C -2.3999 -4.0206 4.3161 0.13 0.43 0.39
C -1.5910 -2.8747 3.7497 -0.02 -0.20 -0.33
C -0.1304 -3.1629 3.3733 -0.24 0.00 1.08
O 0.0314 -2.5152 2.1122 0.20 -0.19 -0.42
C -1.1722 -2.3443 1.5631 -0.36 -0.21 0.23
O -1.3666 -2.0697 0.4077 0.16 0.23 -0.27
O -2.1449 -2.5532 2.4360 -0.04 0.16 0.15
H -2.0772 -4.9745 3.9064 -0.22 -0.05 -0.09
H -3.4490 -3.8132 4.1120 -0.03 -0.25 -0.15
H -2.3183 -4.0469 5.4034 0.21 -0.09 -0.02
H -1.6792 -1.9857 4.3765 -0.04 0.07 -0.14
H 0.0455 -4.2385 3.3259 0.07 0.03 -0.47
H 0.5775 -2.7433 4.0826 0.03 0.11 -0.08
C 2.9941 -4.2281 -3.5893 -0.05 0.05 0.23
C 1.5028 -4.1734 -3.7765 -0.30 0.56 0.62
C 0.6985 -5.1125 -2.8515 0.00 0.55 -1.09
O -0.3645 -4.2646 -2.3716 -0.16 0.07 0.08
C -0.0996 -2.9972 -2.6577 0.57 -0.53 0.27
O -0.8315 -2.1043 -2.2934 -0.85 0.99 -0.03
O 1.0334 -2.8552 -3.3143 -0.19 0.26 -0.09
H 3.5149 -3.4114 -4.0853 -0.12 -0.13 -0.34
H 3.3721 -5.1901 -3.9320 0.13 0.06 -0.04
H 3.2112 -4.1139 -2.5244 0.00 -0.20 0.00
H 1.1456 -4.2182 -4.8036 0.30 -0.26 -0.10
H 1.2945 -5.4721 -2.0186 -0.16 -0.17 0.09
H 0.2332 -5.8818 -3.4590 0.09 -0.39 0.40
C 4.1462 0.2276 -3.4491 -0.22 0.15 -0.65
C 3.6452 -0.1165 -2.0758 -0.23 1.14 -0.14
C 3.7203 1.0731 -1.0851 0.19 -0.66 -0.65
O 2.4271 1.0665 -0.4492 0.09 -0.25 0.41
C 1.6397 0.2282 -1.0873 0.15 0.13 -0.36
O 0.5124 -0.0146 -0.6882 -0.47 0.24 0.28
O 2.1942 -0.3035 -2.1547 0.00 -0.55 0.25
H 4.0079 -0.5799 -4.1683 0.24 -0.22 0.23
H 5.1876 0.5469 -3.4430 0.06 -0.19 0.10
H 3.5620 1.0493 -3.8725 0.02 0.12 0.28
H 4.0997 -1.0137 -1.6604 -0.20 -0.14 -0.02
H 3.8276 2.0129 -1.6217 0.08 0.10 0.16
H 4.5106 0.9080 -0.3607 -0.13 0.30 0.23
C 1.7721 5.9120 -1.4670 -0.01 0.43 0.59
C 0.4720 5.5252 -0.8134 -0.47 -0.15 -0.64
C -0.7818 5.7855 -1.6669 -0.53 -0.17 0.31
O -1.4818 4.5151 -1.6564 0.04 0.12 -0.03
C -0.7102 3.5820 -1.1148 0.36 0.12 -0.23
O -0.9853 2.4135 -1.0605 -0.24 -0.35 -0.25
O 0.4447 4.0803 -0.6697 -0.06 -0.02 0.21
H 1.8353 5.4922 -2.4681 0.12 -0.08 0.00
H 2.5957 5.5909 -0.8303 0.09 -0.16 -0.20
H 1.8528 6.9987 -1.5269 -0.10 0.00 -0.13
H 0.3042 5.9622 0.1695 0.39 -0.07 0.11
H -0.6078 6.0681 -2.7024 0.20 -0.05 0.00
H -1.4570 6.4955 -1.1969 0.09 0.17 -0.12
C -3.9939 1.0645 4.7065 -0.01 -1.04 -0.03
C -4.0650 1.6405 3.3215 -0.36 0.39 -0.09
C -3.2114 2.8946 3.0774 0.15 -0.34 0.34
O -2.3697 2.5206 1.9654 0.08 0.02 -0.12
C -2.5749 1.2534 1.6530 -0.45 0.64 -0.18
O -1.9205 0.6811 0.8020 0.17 -0.37 -0.43
O -3.5449 0.6997 2.3349 0.14 -0.25 0.27
H -2.9893 0.7134 4.9548 0.13 0.45 0.02
H -4.6022 0.1575 4.7567 -0.19 0.18 -0.03
H -4.3683 1.7506 5.4624 0.10 0.16 -0.06
H -5.0963 1.8209 3.0213 -0.02 -0.05 0.07
H -2.5511 3.1179 3.9137 -0.06 0.04 0.03
H -3.8155 3.7638 2.8372 0.16 0.05 -0.25

=====

[3]
7
Properties=species:S:1:pos:R:3:forces:R:3 method="wB97M-V/def2-TZVPD" homo_lumo_gap_ev=9.645 relative_energy_ev=0.977 charge=0 lumo_ev=-0.598 smiles=N#C[SiH2]S
N -2.3159 1.3452 1.3847 -1.02 0.76 0.67
C -1.5024 0.9647 0.6816 1.73 -2.32 -1.55
Si 0.0656 -0.0346 0.0350 0.06 2.02 -2.21
S 0.5962 -1.7788 -1.2273 0.02 0.60 0.61
H 0.5878 -0.2465 1.3253 0.78 -0.16 1.06
H 0.6872 0.9884 -0.9695 -0.40 -0.55 1.41
H 1.8814 -1.2385 -1.2299 -1.16 -0.34 0.00

=====

[4]
13
Properties=species:S:1:pos:R:3:forces:R:3 method="wB97M-V/def2-TZVPD" homo_lumo_gap_ev=10.771 relative_energy_ev=4.272 charge=0 lumo_ev=0.888 smiles="CC(=O)N1CC1"
C 1.8231 -0.7809 -0.0011 5.41 -3.88 0.49
C 0.7563 0.0878 -0.0654 -0.59 4.78 0.29
O 1.0541 1.3099 -0.1010 -2.84 -2.50 -0.15
N -0.4812 -0.6319 0.1529 -1.41 1.05 -0.85
C -1.6549 -0.1737 -0.7371 -1.16 2.04 -1.00
C -1.5660 0.1841 0.6770 -3.26 -2.29 2.85
H 1.4149 -1.9114 0.0807 1.81 2.43 -0.90
H 2.3422 -0.5713 0.9773 -0.90 -0.40 -0.32
H 2.8085 -0.3383 -0.6103 -2.81 -1.91 0.71
H -2.5719 -0.7908 -1.2527 3.04 0.99 1.62
H -1.4232 0.8286 -1.2163 -0.08 -1.74 -0.44
H -1.4471 1.1613 1.0827 0.69 0.88 -0.55
H -2.3391 -0.3387 1.4354 2.12 0.55 -1.74

=====

[5]
33
Properties=species:S:1:pos:R:3:forces:R:3 method="wB97M-V/def2-TZVPD" homo_lumo_gap_ev=6.438 charge=+1 lumo_ev=-5.362
C -1.6659 -2.8999 -0.4750 0.70 0.85 -0.74
O -0.8373 -1.7434 -0.7442 -0.36 -0.28 0.95
C -0.9043 -0.7856 0.2570 -0.91 -0.02 0.40
C -1.0455 0.6030 -0.3887 -0.35 0.88 0.96
C -1.5798 1.7129 0.2987 1.73 0.41 0.13
C -1.3655 3.0355 -0.1891 -0.93 -1.16 1.33
C -0.7474 3.2893 -1.4019 -1.12 -1.05 -0.48
C -0.5669 4.7034 -1.8690 0.04 -0.41 0.25
C -0.5142 2.1563 -2.1999 -0.73 -0.14 1.74
C -0.7017 0.8521 -1.6926 1.93 0.15 -1.13
H -1.4694 -3.4976 -1.3754 -0.57 -0.24 0.58
H -1.3039 -3.3967 0.4359 -0.26 -0.15 -0.18
H -2.7098 -2.5527 -0.3778 0.36 -0.51 -0.07
H -1.7382 -0.8900 0.9864 -0.41 -0.25 -0.85
H -1.9073 1.5366 1.3179 -0.42 0.36 0.02
H -1.7599 3.8683 0.4044 0.28 -0.30 -0.14
H -0.1468 4.6821 -2.8690 0.13 0.37 -0.06
H -1.5209 5.2520 -1.8706 0.34 -0.20 -0.02
H 0.1115 5.1745 -1.1537 0.02 0.32 -0.34
H -0.2185 2.3094 -3.1967 0.52 -0.07 -1.15
H -0.3175 0.0227 -2.2800 -0.32 0.09 -0.17
C 3.6525 -2.0233 0.9344 1.01 -0.64 -0.59
C 2.2144 -1.9875 1.1900 0.22 1.71 -0.22
C 1.5164 -2.8130 2.1047 -1.03 -0.29 -0.42
C 0.2589 -2.2561 2.1617 0.65 0.36 0.49
C 0.2368 -0.9999 1.3901 -0.89 1.84 -1.88
O 1.5199 -0.9571 0.7094 0.62 -1.50 2.09
H 4.0721 -3.0308 1.1050 -0.30 0.45 -0.03
H 3.9469 -1.6966 -0.0704 -0.32 0.02 0.20
H 4.1554 -1.3435 1.6422 -0.30 -0.09 -0.08
H 1.9407 -3.7483 2.5486 -0.66 1.17 -0.41
H -0.5891 -2.5787 2.7559 0.13 -0.04 -0.06
H -0.0157 0.0025 1.9118 1.19 -1.66 -0.12

=====

[6]
17
Properties=species:S:1:pos:R:3:forces:R:3 method="wB97M-V/def2-TZVPD" homo_lumo_gap_ev=10.284 relative_energy_ev=3.452 charge=0 lumo_ev=0.962 smiles=O[C@H]1[C@H]2CCO[C@@H]12.[H][H]
O 2.0503 0.8129 -0.1133 -0.15 0.23 -0.40
C 1.2570 -0.3305 -0.0922 -0.06 -0.21 0.07
C -0.0222 -0.3160 0.6997 -0.10 -0.02 0.23
C -0.5844 1.0831 0.9651 -0.04 0.05 0.11
C -1.3794 1.3842 -0.3045 -0.05 0.17 0.14
O -0.7004 0.6790 -1.3489 0.34 0.15 -0.01
C -0.0916 -0.4653 -0.7980 0.09 -0.13 -0.01
H 1.7798 1.3393 -0.8713 0.03 0.15 -0.12
H 1.8928 -1.2156 -0.0118 -0.45 0.07 -0.12
H -0.2264 -1.1162 1.4032 -0.07 0.06 -0.16
H -1.2167 1.1012 1.8529 0.04 -0.03 -0.02
H 0.2118 1.8253 1.0915 -0.05 -0.25 0.06
H -1.3957 2.4432 -0.5818 0.03 -0.17 0.07
H -2.4216 1.0434 -0.1942 0.22 -0.10 -0.23
H -0.3647 -1.3622 -1.3566 0.23 0.09 0.40
H 0.9519 -3.3603 -0.2687 -0.06 -0.06 0.02
H 0.2598 -3.5457 -0.0711 0.06 -0.01 -0.01

=====

[7]
15
Properties=species:S:1:pos:R:3:forces:R:3 method="wB97M-V/def2-TZVPD" homo_lumo_gap_ev=9.758 relative_energy_ev=2.379 charge=0 lumo_ev=0.174
O -0.3231 1.1653 -2.2375 0.82 -2.18 -0.41
C 0.2681 0.1289 -2.5724 0.44 0.11 -0.62
N 0.3899 -1.1310 -1.9001 -0.98 2.32 -0.78
C -0.0818 -1.2296 -0.6903 0.35 -0.73 -0.10
N -0.1742 -0.3597 0.2953 -1.26 0.65 -0.91
C 0.2237 1.0400 0.3984 -2.00 0.30 1.92
C 0.1111 0.7720 1.9613 2.32 3.02 1.22
O 0.5270 1.3730 2.9424 -1.28 -1.51 -2.10
C -0.5048 -0.5444 1.7003 1.25 -1.77 -0.18
H 0.7619 0.0527 -3.6189 -0.64 0.19 1.51
H -0.3769 -2.2336 -0.4098 0.03 -0.25 0.34
H -0.5162 1.8025 0.0065 1.09 -0.98 0.23
H 1.2118 1.1386 0.0864 1.63 0.86 -0.75
H -1.5203 -0.5331 1.9716 -1.61 -0.24 0.07
H 0.0038 -1.4414 2.0667 -0.17 0.23 0.55

=====

| no. | DFT total energy (eV) |
| --- | --- |
| 1 | -19933.20946 |
| 2 | -55923.02700 |
| 3 | -21287.62459 |
| 4 | -7795.37244 |
| 5 | -18879.96395 |
| 6 | -9439.59094 |
| 7 | -12355.24189 |